i.
# C9H14

2 unconnected molecules or ions with the total composition C9H14 (ωB97M-V with the def2-TZVPD basis set, OMol25).

Geometry as XYZ:
```
23
Properties=species:S:1:pos:R:3:nbo_charge:R:1
C 1.543 1.633 -2.551 -0.6178
C 0.038 1.456 -2.631 -0.6060
H 1.812 0.839 -1.841 0.2044
H 2.111 1.345 -3.448 0.2003
H 2.012 2.590 -2.339 0.2084
H -0.489 2.066 -3.359 0.1991
H -0.425 1.629 -1.658 0.2062
H -0.190 0.419 -2.889 0.2057
C 1.074 0.496 2.274 -0.6405
C -0.450 -2.271 0.367 -0.2073
C -1.823 -1.973 0.437 -0.2304
C 0.497 -1.522 0.980 -0.2128
C 0.015 -0.403 1.766 -0.0111
C -2.272 -0.905 1.145 -0.1912
C -1.323 -0.185 1.931 -0.2244
H -0.222 -3.105 -0.291 0.2092
H -2.550 -2.607 -0.058 0.2108
H 1.544 -1.769 1.066 0.2134
H -3.327 -0.668 1.132 0.2137
H 1.202 0.382 3.367 0.2214
H 0.839 1.567 2.290 0.2218
H -1.620 0.633 2.579 0.2081
H 2.002 0.353 1.731 0.2190
```

Values from the calculation:
Frontier orbital gap (eV): 9.87
E_LUMO (eV): 1.0
Charge: 0
Highest occupied orbital energy (Eh): -0.32684

ii.
# C9H14

2 unconnected molecules or ions with the total composition C9H14 (ωB97M-V with the def2-TZVPD basis set, OMol25).

Geometry as XYZ:
```
23
Properties=species:S:1:pos:R:3:nbo_charge:R:1
C -2.241 1.853 -0.358 -0.6304
C -1.309 -1.767 0.294 -0.1976
C -0.121 -1.867 -0.404 -0.2362
C -1.987 -0.547 0.366 -0.2215
C -1.514 0.522 -0.366 -0.0094
C 0.408 -0.742 -1.031 -0.1927
C -0.256 0.461 -0.979 -0.2249
H -1.774 -2.557 0.880 0.2109
H 0.242 -2.868 -0.581 0.2140
H -2.850 -0.451 1.011 0.2097
H 1.387 -0.913 -1.453 0.2137
H -1.543 2.621 -0.007 0.2161
H -3.055 1.879 0.377 0.2137
H 0.079 1.328 -1.538 0.2130
H -2.616 2.169 -1.332 0.2205
C 2.461 1.238 1.095 -0.6102
C 3.383 0.038 0.920 -0.6070
H 2.910 1.902 1.832 0.2002
H 2.231 1.838 0.216 0.2026
H 1.496 0.920 1.474 0.2092
H 2.865 -0.771 0.378 0.1992
H 3.663 -0.384 1.880 0.2051
H 4.260 0.222 0.317 0.2021
```

Values from the calculation:
Frontier orbital gap (eV): 10.10
E_LUMO (eV): 1.1
Charge: 0
Highest occupied orbital energy (Eh): -0.33242

iii.
# C9H14

2 unconnected molecules or ions with the total composition C9H14 (ωB97M-V with the def2-TZVPD basis set, OMol25).

Geometry as XYZ:
```
23
Properties=species:S:1:pos:R:3:nbo_charge:R:1
C 1.769 -0.785 -1.302 -0.6322
C -1.565 -2.312 -0.305 -0.1989
C -0.469 -1.901 -1.070 -0.2218
C -1.583 -2.005 1.050 -0.2278
C 0.543 -1.157 -0.501 -0.0109
C -0.554 -1.291 1.639 -0.1980
C 0.463 -0.797 0.842 -0.2203
H -2.344 -2.921 -0.733 0.2123
H -0.435 -2.253 -2.100 0.2090
H -2.413 -2.369 1.642 0.2105
H -0.478 -1.166 2.706 0.2128
H 2.572 -0.440 -0.645 0.2129
H 1.531 0.050 -1.977 0.2192
H 1.206 -0.092 1.179 0.2110
H 2.140 -1.640 -1.857 0.2206
C 0.253 2.765 0.907 -0.6095
C -0.336 2.492 -0.489 -0.6067
H 0.039 3.802 1.190 0.2029
H -0.211 2.136 1.658 0.2076
H 1.330 2.659 0.791 0.2020
H -0.163 1.463 -0.842 0.2042
H 0.119 3.177 -1.195 0.1978
H -1.413 2.585 -0.589 0.2032
```

Values from the calculation:
Frontier orbital gap (eV): 10.11
E_LUMO (eV): 1.1
Charge: 0
Highest occupied orbital energy (Eh): -0.33218

iv.
# C9H14

2 unconnected molecules or ions with the total composition C9H14 (ωB97M-V with the def2-TZVPD basis set, OMol25).

Geometry as XYZ:
```
23
Properties=species:S:1:pos:R:3:nbo_charge:R:1
C -0.359 4.676 -2.041 -0.6315
C 1.065 4.318 -1.679 -0.6284
H -0.682 4.503 -3.122 0.2060
H -0.980 3.940 -1.505 0.2127
H -0.619 5.711 -1.864 0.2120
H 1.651 5.049 -1.067 0.2110
H 1.694 4.172 -2.621 0.2089
H 1.164 3.396 -0.943 0.2093
C 1.672 -3.152 1.091 -0.6427
C -1.553 -0.403 0.298 -0.2486
C -1.566 -1.152 1.554 -0.1744
C -0.524 -0.555 -0.554 -0.2087
C -0.509 -1.990 1.816 -0.2470
C 0.571 -1.461 -0.425 -0.2292
C 0.575 -2.147 0.850 0.0147
H -2.455 0.085 -0.001 0.2170
H -2.409 -0.934 2.229 0.2164
H -0.412 -0.160 -1.612 0.2115
H -0.420 -2.593 2.709 0.2124
H 1.439 -1.640 -1.104 0.2226
H 2.320 -2.957 2.016 0.2214
H 2.327 -3.259 0.222 0.2144
H 1.146 -4.112 1.202 0.2200
```

Values from the calculation:
Frontier orbital gap (eV): 9.78
E_LUMO (eV): 1.0
Charge: 0
Highest occupied orbital energy (Eh): -0.32368

Verdict on stability: iv comes out at the bottom.